No. 1
Formula: CCrF3OS
Source: the OMol25 dataset
Level of theory: the ωB97M-V functional and the def2-TZVPD basis

Properties
Orbital gap (alpha / beta) in eV: 5.71 / 6.06
Total charge: 0
LUMO (alpha / beta) in Eh: -0.0632 / -0.0503
Spin multiplicity: 6
E_HOMO (alpha / beta) in eV: -7.428 / -7.425

Structure (XYZ):
```
7
CCrF3OS (the ωB97M-V functional and the def2-TZVPD basis)
Cr 2.92 -0.83 0.55
S 0.33 -0.25 -1.21
O 1.29 -1.11 -0.37
C -1.02 -0.06 -0.27
F -1.20 -0.66 0.84
F -2.05 0.54 -0.73
F -0.27 2.38 1.20
```


No. 2
Formula: CF2I2
Source: the OMol25 dataset
Level of theory: the ωB97M-V functional and the def2-TZVPD basis

Properties
Orbital gap (alpha / beta) in eV: 7.27 / 6.38
Total charge: 0
LUMO (alpha / beta) in Eh: -0.0852 / -0.1121
E_HOMO (alpha / beta) in eV: -9.585 / -9.433

Structure (XYZ):
```
5
CF2I2 (the ωB97M-V functional and the def2-TZVPD basis)
C -0.89 -0.94 0.41
F -0.08 -1.61 1.20
F -1.70 -0.28 1.20
I 0.30 0.36 -1.01
I 2.37 2.46 -1.81
```


No. 3
Formula: CF2N4
Source: the OMol25 dataset
Level of theory: the ωB97M-V functional and the def2-TZVPD basis

Properties
Orbital gap in eV: 9.94
Total charge: 0
LUMO in Eh: -0.0290
E_HOMO in eV: -10.728

Structure (XYZ):
```
7
CF2N4 (the ωB97M-V functional and the def2-TZVPD basis)
C -1.88 -0.20 0.11
N -2.22 0.69 0.74
N 2.74 -0.76 0.30
N 1.81 -0.17 0.08
N 0.68 0.21 -0.03
F -1.58 -1.21 -0.59
F 0.45 1.43 -0.61
```


No. 4
Formula: CF2NO4S
Source: the OMol25 dataset
Level of theory: the ωB97M-V functional and the def2-TZVPD basis

Properties
Orbital gap in eV: 8.56
Total charge: -1
LUMO in Eh: 0.1416
E_HOMO in eV: -4.708

Structure (XYZ):
```
9
CF2NO4S (the ωB97M-V functional and the def2-TZVPD basis)
C 1.60 0.16 0.13
N -1.67 -0.44 0.45
O 2.72 -0.21 0.40
O 1.31 0.58 -1.06
O 0.44 0.06 0.85
O -0.91 1.89 -0.30
F -1.49 -1.82 0.18
F -2.94 -0.18 -0.03
S -0.54 0.52 -0.55
```


No. 5
Formula: CF2O3S
Source: the OMol25 dataset
Level of theory: the ωB97M-V functional and the def2-TZVPD basis

Properties
Orbital gap in eV: 8.93
Total charge: 0
LUMO in Eh: -0.0892
E_HOMO in eV: -11.356

Structure (XYZ):
```
7
CF2O3S (the ωB97M-V functional and the def2-TZVPD basis)
C -1.12 -0.26 -0.66
O -1.50 -1.47 -0.63
O 1.44 -0.97 0.44
O -0.53 0.30 0.35
F -1.66 0.64 -1.39
F 1.98 1.34 1.71
S 1.39 0.42 0.19
```


No. 6
Formula: CF3IOS
Source: the OMol25 dataset
Level of theory: the ωB97M-V functional and the def2-TZVPD basis

Properties
Orbital gap (alpha / beta) in eV: 8.49 / 6.63
Total charge: 0
LUMO (alpha / beta) in Eh: -0.0745 / -0.1296
E_HOMO (alpha / beta) in eV: -10.520 / -10.161

Structure (XYZ):
```
7
CF3IOS (the ωB97M-V functional and the def2-TZVPD basis)
C 0.54 -0.95 0.34
O 0.54 1.41 -1.15
F 0.13 -1.57 -0.74
F 0.05 -1.50 1.50
F 1.87 -1.11 0.35
S -0.11 0.92 0.09
I -3.61 2.59 0.19
```